1.
{"formula": "C38H39IrN3OP", "method": "ωB97M-V with the def2-TZVPD basis set", "total_charge": 3, "spin_multiplicity": 6, "orbital_gap_ev": [6.814, 5.389], "largest_force_ev_per_a": 0.5, "homo_energy_ha": [-0.563, -0.608], "species": ["Ir", "C", "C", "C", "C", "C", "C", "C", "P", "C", "C", "C", "C", "C", "C", "C", "C", "C", "C", "C", "C", "C", "C", "H", "H", "H", "H", "H", "H", "H", "H", "H", "H", "H", "H", "H", "H", "H", "H", "H", "H", "H", "H", "C", "C", "C", "C", "N", "C", "C", "H", "H", "H", "H", "H", "H", "H", "C", "N", "N", "C", "O", "C", "C", "C", "C", "C", "C", "C", "C", "C", "H", "H", "H", "H", "H", "H", "H", "H", "H", "H", "H", "H"], "coordinates": [[0.17, 0.59, 1.28], [1.87, 4.06, -1.37], [0.88, 3.76, -2.46], [0.99, 4.35, -3.71], [0.07, 4.08, -4.72], [-0.99, 3.21, -4.49], [-1.13, 2.61, -3.26], [-0.20, 2.88, -2.25], [-0.42, 2.19, -0.61], [-1.54, 0.80, -0.66], [-2.85, 0.80, 0.09], [-3.92, -0.25, -0.33], [-3.41, -1.33, -1.20], [-2.15, -1.35, -1.69], [-1.20, -0.30, -1.47], [0.10, -0.41, -2.19], [-1.15, 3.40, 0.51], [-2.12, 4.29, 0.09], [-2.82, 5.05, 1.03], [-2.58, 4.88, 2.39], [-1.62, 4.00, 2.83], [-0.83, 3.28, 1.90], [0.29, 2.50, 2.36], [2.65, 4.73, -1.73], [2.36, 3.15, -1.01], [1.39, 4.55, -0.52], [1.81, 5.03, -3.90], [0.18, 4.56, -5.68], [-1.71, 3.02, -5.27], [-1.96, 1.94, -3.08], [-3.26, 1.81, 0.13], [-4.83, 0.17, -0.76], [-4.09, -2.13, -1.46], [-1.85, -2.17, -2.33], [0.39, -1.46, -2.27], [0.91, 0.13, -1.70], [-0.01, -0.02, -3.20], [-2.34, 4.40, -0.96], [-3.55, 5.77, 0.69], [-3.15, 5.46, 3.11], [-1.40, 3.90, 3.88], [0.47, 2.46, 3.43], [1.23, 2.64, 1.79], [-5.36, -2.82, 1.52], [-4.06, -2.09, 1.56], [-2.90, -2.66, 1.90], [-1.67, -1.90, 1.87], [-1.59, -0.63, 1.68], [-2.81, 0.17, 1.51], [-4.08, -0.64, 1.19], [-5.23, -3.90, 1.52], [-5.95, -2.53, 0.66], [-5.95, -2.54, 2.41], [-2.82, -3.71, 2.16], [-0.73, -2.43, 1.99], [-2.88, 0.87, 2.34], [-4.96, -0.17, 1.61], [5.09, -3.78, 1.42], [3.99, -2.87, 1.76], [3.14, -2.37, 0.82], [2.35, -1.45, 1.42], [1.41, -0.87, 0.71], [2.72, -1.36, 2.75], [3.77, -2.27, 2.93], [4.57, -2.57, 4.14], [3.05, -2.88, -0.52], [3.36, -2.04, -1.57], [3.27, -2.53, -2.87], [2.88, -3.85, -3.08], [2.58, -4.68, -2.01], [2.65, -4.20, -0.71], [5.27, -3.73, 0.35], [4.84, -4.80, 1.71], [5.98, -3.45, 1.95], [2.30, -0.72, 3.51], [4.15, -2.06, 5.00], [5.60, -2.22, 4.01], [4.59, -3.64, 4.34], [3.70, -1.03, -1.39], [3.52, -1.90, -3.70], [2.83, -4.24, -4.09], [2.29, -5.71, -2.18], [2.41, -4.83, 0.13]]}

---

2.
{"formula": "C38H39N2O2", "method": "ωB97M-V with the def2-TZVPD basis set", "total_charge": 1, "e_above_lowest_kj_mol": 111.82, "spin_multiplicity": 1, "orbital_gap_ev": 7.090, "largest_force_ev_per_a": 7.2, "homo_energy_ha": -0.370, "species": ["C", "C", "C", "C", "C", "C", "N", "C", "N", "C", "C", "C", "C", "C", "C", "C", "C", "C", "C", "C", "C", "C", "C", "H", "H", "H", "H", "H", "H", "H", "H", "H", "H", "H", "H", "H", "H", "H", "H", "H", "H", "H", "H", "H", "H", "H", "H", "C", "C", "C", "C", "O", "C", "C", "C", "C", "C", "C", "C", "C", "O", "C", "C", "C", "C", "C", "H", "H", "H", "H", "H", "H", "H", "H", "H", "H", "H", "H", "H", "H", "H"], "coordinates": [[7.59, -0.04, 1.21], [6.14, 0.15, 0.91], [5.48, -0.68, 0.01], [4.16, -0.43, -0.40], [3.55, -1.30, -1.45], [3.48, 0.67, 0.17], [2.22, 1.07, -0.36], [0.93, 0.97, 0.25], [0.18, 1.96, -0.41], [-0.94, 2.34, 0.36], [-0.78, 1.76, 1.64], [0.60, 1.16, 1.74], [-1.87, 1.69, 2.49], [-3.14, 2.03, 2.01], [-4.36, 1.74, 2.84], [-3.27, 2.60, 0.73], [-2.17, 2.78, -0.13], [-2.33, 3.32, -1.52], [0.83, 2.38, -1.53], [2.05, 1.77, -1.55], [4.16, 1.56, 1.03], [3.62, 2.91, 1.35], [5.45, 1.25, 1.44], [7.83, 0.36, 2.20], [7.87, -1.09, 1.16], [8.21, 0.50, 0.48], [6.02, -1.52, -0.43], [2.63, -1.79, -1.12], [3.32, -0.75, -2.38], [4.26, -2.09, -1.72], [0.69, 0.20, 2.25], [0.53, -0.28, -0.06], [1.32, 1.84, 2.23], [-1.76, 1.35, 3.53], [-5.27, 2.09, 2.33], [-4.46, 0.65, 3.02], [-4.31, 2.23, 3.83], [-4.27, 2.90, 0.38], [-3.30, 3.83, -1.61], [-1.55, 4.04, -1.78], [-2.33, 2.51, -2.27], [0.45, 3.17, -2.17], [2.86, 1.91, -2.24], [4.15, 3.28, 2.23], [3.80, 3.61, 0.53], [2.55, 2.94, 1.57], [5.96, 1.92, 2.14], [-2.76, -2.08, -5.64], [-2.49, -0.71, -5.01], [-1.51, -1.07, -3.94], [-1.06, -2.39, -4.17], [-1.74, -3.03, -5.16], [-0.15, -3.03, -3.30], [0.11, -2.40, -2.09], [-0.49, -1.16, -1.79], [-0.53, -0.65, -0.37], [-1.26, -1.58, 0.56], [-0.96, -1.75, 1.91], [-1.97, -2.15, 2.78], [-3.20, -2.58, 2.26], [-4.18, -2.75, 3.19], [-3.58, -2.45, 4.49], [-2.12, -2.04, 4.26], [-3.43, -2.69, 0.88], [-2.47, -2.14, 0.06], [-1.18, -0.44, -2.76], [-3.74, -2.46, -5.33], [-2.72, -2.06, -6.74], [-2.03, -0.03, -5.75], [-3.40, -0.24, -4.64], [0.25, -4.00, -3.56], [0.75, -2.87, -1.34], [-1.20, 0.21, -0.42], [0.04, -1.55, 2.31], [-4.18, -1.66, 4.96], [-3.66, -3.35, 5.11], [-1.44, -2.70, 4.80], [-1.95, -1.01, 4.62], [-4.34, -3.13, 0.49], [-2.64, -2.10, -1.02], [-1.56, 0.57, -2.57]]}

---

3.
{"formula": "C38H40N8O3S2SeTl", "method": "ωB97M-V with the def2-TZVPD basis set", "total_charge": -1, "e_above_lowest_kj_mol": 55.59, "spin_multiplicity": 1, "orbital_gap_ev": 4.857, "largest_force_ev_per_a": 0.6, "homo_energy_ha": -0.108, "species": ["Tl", "C", "N", "C", "C", "N", "C", "S", "C", "C", "C", "C", "C", "N", "H", "H", "H", "H", "H", "H", "H", "H", "H", "C", "N", "C", "Se", "N", "C", "C", "C", "C", "C", "C", "H", "H", "H", "H", "H", "H", "H", "H", "N", "C", "C", "N", "C", "H", "H", "H", "H", "C", "C", "C", "O", "H", "H", "H", "H", "H", "H", "C", "C", "C", "C", "C", "C", "C", "H", "H", "H", "H", "H", "H", "H", "O", "C", "O", "C", "C", "C", "C", "S", "C", "C", "H", "H", "H", "H", "H", "N", "C", "H"], "coordinates": [[0.59, 0.48, -0.03], [-2.38, 2.21, -3.89], [-2.10, 0.83, -3.54], [-1.67, -0.13, -4.43], [-1.56, -1.29, -3.76], [-1.92, -1.03, -2.44], [-2.25, 0.30, -2.30], [-2.75, 1.14, -0.95], [-1.96, -2.02, -1.44], [-2.32, -3.33, -1.77], [-2.35, -4.26, -0.75], [-2.04, -3.87, 0.55], [-1.70, -2.54, 0.76], [-1.66, -1.64, -0.22], [-2.93, 2.24, -4.83], [-1.46, 2.78, -3.98], [-2.98, 2.64, -3.09], [-1.45, 0.10, -5.46], [-1.20, -2.25, -4.07], [-2.60, -3.60, -2.78], [-2.63, -5.28, -0.96], [-2.07, -4.56, 1.37], [-1.44, -2.17, 1.74], [-0.46, -2.25, 4.70], [-0.18, -3.48, 3.99], [0.81, -3.67, 3.07], [1.98, -2.44, 2.45], [0.71, -4.98, 2.68], [-0.31, -5.62, 3.34], [-0.80, -6.92, 3.30], [-1.88, -7.22, 4.11], [-2.45, -6.26, 4.95], [-1.96, -4.96, 5.00], [-0.89, -4.66, 4.18], [0.20, -1.48, 4.31], [-0.29, -2.39, 5.77], [-1.49, -1.95, 4.52], [1.35, -5.36, 2.01], [-0.37, -7.67, 2.65], [-2.29, -8.22, 4.10], [-3.30, -6.54, 5.57], [-2.40, -4.21, 5.64], [3.16, -1.37, -3.55], [3.73, -1.76, -2.36], [2.70, -1.84, -1.48], [1.51, -1.50, -2.10], [1.84, -1.23, -3.34], [3.65, -1.02, -4.36], [4.79, -1.88, -2.25], [2.74, -2.07, -0.43], [1.17, -0.85, -4.09], [3.75, 2.49, 1.42], [3.79, 1.06, 1.83], [4.22, 0.74, 3.24], [3.45, 0.17, 1.08], [4.50, 3.10, 1.93], [2.76, 2.90, 1.66], [3.87, 2.56, 0.34], [5.15, 1.25, 3.49], [4.31, -0.33, 3.37], [3.45, 1.13, 3.93], [1.05, 2.35, -1.97], [1.93, 2.02, -3.02], [1.46, 1.74, -4.34], [2.30, 1.45, -5.40], [3.68, 1.37, -5.22], [4.17, 1.63, -3.94], [3.34, 1.94, -2.89], [0.02, 2.54, -2.26], [1.40, 2.96, -1.14], [0.39, 1.79, -4.53], [1.86, 1.28, -6.38], [4.35, 1.17, -6.05], [5.24, 1.59, -3.76], [3.78, 2.14, -1.92], [-4.18, 8.13, 0.94], [-3.83, 7.07, 0.15], [-4.35, 6.97, -0.93], [-2.83, 6.14, 0.70], [-2.37, 5.10, -0.13], [-1.43, 4.20, 0.32], [-0.88, 4.27, 1.61], [0.27, 3.12, 2.19], [-1.36, 5.31, 2.44], [-2.30, 6.22, 1.99], [-3.66, 8.10, 1.75], [-2.77, 5.02, -1.13], [-1.10, 3.41, -0.35], [-0.97, 5.39, 3.44], [-2.61, 6.97, 2.70], [-2.25, 0.64, 2.97], [-1.08, 0.57, 2.81], [-2.92, 1.39, 2.96]]}

---

4.
{"formula": "C38H41BF3NO2", "method": "ωB97M-V with the def2-TZVPD basis set", "total_charge": 0, "e_above_lowest_kj_mol": 0.00, "smiles": "Cc1ccc([C@H](c2c(C)n(C)c3ccccc23)[C@@H](C)c2ccccc2)cc1.CC1(C)COB(c2ccc(C(F)(F)F)cc2)OC1", "spin_multiplicity": 1, "orbital_gap_ev": 7.670, "largest_force_ev_per_a": 2.3, "homo_energy_ha": -0.275, "species": ["C", "C", "C", "C", "O", "B", "C", "C", "C", "C", "C", "F", "F", "F", "C", "C", "C", "C", "C", "C", "C", "C", "C", "C", "O", "C", "H", "H", "H", "H", "H", "H", "H", "H", "H", "H", "H", "H", "H", "H", "H", "H", "H", "H", "H", "H", "H", "H", "H", "C", "C", "N", "C", "C", "C", "C", "C", "C", "C", "C", "C", "C", "C", "C", "C", "C", "C", "C", "H", "H", "H", "H", "H", "H", "H", "H", "H", "H", "H", "H", "H", "H", "H", "H", "H", "H"], "coordinates": [[4.18, -3.35, 1.51], [3.08, -3.94, 0.64], [3.54, -5.20, -0.08], [1.89, -4.33, 1.58], [0.99, -3.24, 1.86], [0.70, -2.44, 0.77], [-0.76, -2.16, 0.39], [-1.81, -2.76, 1.11], [-3.01, -3.02, 0.44], [-3.17, -2.56, -0.86], [-4.36, -3.05, -1.66], [-4.38, -2.56, -2.93], [-4.35, -4.42, -1.76], [-5.55, -2.70, -1.07], [-2.25, -1.70, -1.44], [-1.05, -1.45, -0.79], [1.24, 1.08, 3.54], [2.23, 0.01, 3.01], [-0.07, 0.36, 3.84], [-1.25, 0.77, 3.22], [-2.47, 0.32, 3.71], [-2.47, -0.65, 4.73], [-1.28, -1.28, 5.12], [-0.06, -0.80, 4.64], [1.72, -1.93, 0.00], [2.69, -2.90, -0.44], [3.82, -2.42, 1.98], [4.48, -4.07, 2.28], [5.05, -3.12, 0.88], [2.71, -5.59, -0.69], [4.38, -4.98, -0.74], [3.84, -5.98, 0.63], [1.28, -5.13, 1.11], [2.27, -4.70, 2.54], [-1.67, -3.10, 2.13], [-3.79, -3.60, 0.93], [-2.44, -1.25, -2.41], [-0.31, -0.80, -1.25], [1.02, 1.72, 2.67], [2.42, 0.20, 1.94], [3.16, -0.03, 3.57], [1.80, -1.00, 3.04], [-1.19, 1.52, 2.41], [-3.40, 0.72, 3.32], [-3.40, -0.93, 5.21], [-1.27, -2.15, 5.79], [0.88, -1.29, 4.89], [3.57, -2.34, -0.76], [2.25, -3.39, -1.33], [4.84, 1.36, 5.39], [4.33, 2.25, 4.33], [5.17, 2.81, 3.40], [6.59, 2.53, 3.30], [4.43, 3.56, 2.49], [3.05, 3.46, 2.86], [2.09, 4.04, 2.03], [2.51, 4.76, 0.91], [3.87, 4.83, 0.56], [4.86, 4.21, 1.34], [3.01, 2.64, 4.05], [1.77, 2.01, 4.61], [0.68, 2.99, 5.05], [0.80, 4.37, 4.90], [-0.31, 5.19, 5.08], [-1.56, 4.65, 5.41], [-2.78, 5.51, 5.54], [-1.65, 3.28, 5.69], [-0.52, 2.49, 5.59], [4.06, 1.21, 6.15], [5.13, 0.36, 5.02], [5.71, 1.81, 5.88], [6.99, 3.07, 2.44], [7.12, 2.84, 4.21], [6.76, 1.46, 3.16], [1.03, 3.95, 2.29], [1.76, 5.27, 0.29], [4.16, 5.37, -0.35], [5.92, 4.23, 1.09], [2.06, 1.43, 5.51], [1.77, 4.80, 4.64], [-0.21, 6.27, 4.94], [-3.64, 4.91, 5.81], [-2.65, 6.29, 6.30], [-3.00, 6.02, 4.59], [-2.61, 2.84, 5.97], [-0.57, 1.43, 5.89]]}

---

5.
{"formula": "C38H41N10O8Rb", "method": "ωB97M-V with the def2-TZVPD basis set", "total_charge": -2, "spin_multiplicity": 1, "orbital_gap_ev": 5.495, "largest_force_ev_per_a": 2.2, "homo_energy_ha": -0.068, "species": ["Rb", "O", "C", "C", "N", "C", "C", "O", "O", "C", "C", "O", "O", "H", "H", "H", "H", "H", "H", "H", "H", "H", "C", "N", "C", "C", "N", "C", "C", "C", "C", "C", "C", "N", "C", "N", "C", "C", "C", "C", "C", "C", "N", "H", "H", "H", "H", "H", "H", "H", "H", "H", "H", "H", "H", "H", "H", "H", "O", "C", "C", "C", "C", "C", "C", "C", "O", "N", "N", "C", "C", "C", "C", "C", "C", "N", "H", "H", "H", "H", "H", "H", "H", "H", "H", "H", "C", "N", "C", "C", "O", "H", "H", "H", "H", "H", "H", "H"], "coordinates": [[0.96, 0.66, -0.50], [-1.99, 2.86, -1.91], [-0.98, 3.84, -1.79], [-0.81, 4.31, -0.35], [0.12, 3.48, 0.41], [-0.15, 3.57, 1.83], [0.62, 2.53, 2.72], [1.40, 3.02, 3.58], [1.23, 1.48, 1.73], [1.50, 3.88, 0.15], [2.04, 3.63, -1.30], [2.31, 4.65, -1.96], [2.22, 2.45, -1.65], [-1.75, 2.13, -1.32], [-1.32, 4.68, -2.41], [-0.03, 3.48, -2.19], [-1.80, 4.26, 0.12], [-0.48, 5.37, -0.35], [-1.23, 3.44, 1.99], [0.12, 4.57, 2.23], [2.16, 3.30, 0.81], [1.64, 4.95, 0.38], [-3.57, -0.83, -1.97], [-2.17, -0.63, -2.22], [-1.69, -1.60, -3.19], [-0.21, -1.63, -3.29], [0.60, -0.62, -3.18], [1.86, -1.10, -3.42], [3.08, -0.44, -3.44], [4.19, -1.19, -3.79], [4.10, -2.54, -4.11], [2.90, -3.22, -4.07], [1.78, -2.48, -3.72], [0.45, -2.79, -3.64], [-4.14, 0.13, -0.99], [-3.51, 0.77, -0.05], [-4.47, 1.48, 0.63], [-4.37, 2.31, 1.74], [-5.54, 2.87, 2.23], [-6.78, 2.63, 1.65], [-6.91, 1.80, 0.55], [-5.75, 1.23, 0.06], [-5.50, 0.37, -0.98], [-3.79, -1.86, -1.60], [-4.11, -0.71, -2.92], [-1.64, -0.71, -1.36], [-2.10, -1.31, -4.17], [-2.04, -2.62, -2.97], [3.14, 0.61, -3.17], [5.16, -0.71, -3.84], [5.00, -3.07, -4.41], [2.83, -4.27, -4.32], [0.05, -3.71, -3.63], [-3.41, 2.51, 2.18], [-5.48, 3.52, 3.10], [-7.66, 3.09, 2.07], [-7.87, 1.60, 0.10], [-6.17, -0.01, -1.63], [-1.74, -3.98, -1.13], [-1.13, -4.90, -0.39], [-1.76, -6.12, -0.13], [-1.13, -7.09, 0.62], [0.13, -6.86, 1.14], [0.76, -5.65, 0.91], [0.15, -4.66, 0.15], [0.76, -3.33, -0.06], [0.05, -2.41, -0.66], [1.97, -3.16, 0.36], [2.57, -2.02, 0.56], [3.57, -1.59, -0.10], [4.23, -0.36, 0.32], [5.26, 0.20, -0.45], [5.81, 1.41, -0.04], [5.33, 2.01, 1.10], [4.30, 1.38, 1.79], [3.79, 0.22, 1.43], [-1.00, -3.11, -0.99], [-2.76, -6.27, -0.53], [-1.64, -8.03, 0.81], [0.62, -7.61, 1.74], [1.74, -5.44, 1.33], [3.95, -2.09, -1.01], [5.59, -0.28, -1.36], [6.60, 1.88, -0.62], [5.72, 2.96, 1.45], [3.85, 1.83, 2.67], [-0.36, 1.41, 5.47], [-0.12, 0.57, 4.31], [1.21, -0.03, 4.37], [-0.35, 1.30, 3.08], [0.10, 0.61, 1.94], [-0.36, 0.79, 6.36], [-1.33, 1.89, 5.36], [0.41, 2.19, 5.56], [1.31, -0.57, 5.32], [2.00, 0.73, 4.29], [1.31, -0.73, 3.54], [-1.43, 1.50, 3.03]]}